Entry from OMol25: a structure of composition C24H19O3PS2TeTi in a non-equilibrium geometry (ωB97M-V/def2-TZVPD).

```
51
Properties=species:S:1:pos:R:3:forces:R:3
Ti -0.90953 0.72490 0.83101 -0.878 0.608 -0.151
C 3.14631 -5.25261 -1.16140 0.002 0.002 -0.006
C 2.44665 -4.82003 -2.27760 -0.028 0.046 0.002
C 1.68631 -3.65950 -2.21052 0.036 -0.049 -0.023
C 1.58722 -2.92628 -1.02762 0.015 -0.083 -0.066
C 2.29981 -3.37275 0.08364 0.001 0.030 0.047
C 3.07649 -4.52022 0.01667 0.001 -0.032 -0.033
P 0.50441 -1.43937 -1.11934 -0.051 0.166 0.160
C 1.14391 -0.43223 0.29362 0.349 -0.208 -0.236
C 2.00128 0.65704 0.00792 -0.036 -0.187 -0.112
C 2.63029 1.34782 1.01734 -0.010 -0.008 0.017
C 2.43354 0.98072 2.35398 0.062 0.100 -0.020
C 1.59495 -0.06154 2.66280 -0.113 -0.045 -0.089
C 0.93134 -0.75412 1.63552 0.267 -0.205 0.296
C -1.06775 -2.05009 -0.37952 0.009 -0.104 0.048
C -1.47708 -3.35906 -0.62185 -0.029 -0.025 -0.043
C -2.71027 -3.80035 -0.16234 0.025 0.028 0.003
C -3.52415 -2.92990 0.54738 0.028 -0.012 -0.018
C -3.10000 -1.62939 0.79508 -0.056 0.094 0.049
C -1.87394 -1.13749 0.33813 0.305 -0.266 0.026
H 3.74918 -6.15105 -1.21190 -0.001 0.008 0.015
H 2.49903 -5.37455 -3.20655 0.009 -0.009 0.013
H 1.16188 -3.31063 -3.09388 -0.002 0.006 0.019
H 2.25865 -2.82080 1.01345 -0.011 0.016 -0.006
H 3.62760 -4.84709 0.89009 -0.007 0.007 0.001
H 2.15118 0.93329 -1.02724 -0.042 0.051 -0.012
H 3.26613 2.18777 0.76960 0.003 0.004 0.035
H 2.91551 1.54139 3.14418 0.007 -0.005 -0.004
H 1.39782 -0.32525 3.69186 -0.011 -0.005 0.002
H 0.30221 -1.59834 1.88909 -0.081 0.017 0.024
H -0.83393 -4.04437 -1.16390 -0.018 0.001 0.004
H -3.02285 -4.82039 -0.35252 -0.015 0.001 0.007
H -4.48474 -3.26704 0.92056 0.002 0.008 -0.006
H -3.74008 -0.97219 1.37248 -0.009 0.015 0.005
O -1.61749 3.23092 3.74730 -0.142 -0.027 0.037
S -1.56396 2.25778 2.69990 0.481 -0.178 -0.326
O -0.54769 2.59396 1.59167 -0.253 0.141 0.432
O -1.10304 0.87948 3.09208 -0.055 0.126 -0.073
S -3.19887 1.86802 1.60525 0.154 0.020 0.033
Te -1.03542 1.62881 -1.78629 0.022 -0.247 -0.174
C -1.15956 3.72198 -1.57224 0.130 0.219 0.035
C -0.07155 4.48093 -2.00449 -0.050 0.096 0.047
C -0.08876 5.86780 -1.92070 -0.003 -0.060 -0.015
C -1.20006 6.51890 -1.40501 0.004 0.014 -0.007
C -2.28933 5.77169 -0.97879 -0.018 0.008 0.025
C -2.27210 4.38573 -1.06200 0.068 -0.022 -0.008
H 0.79934 3.97656 -2.40527 0.005 0.006 0.003
H 0.77121 6.43679 -2.25568 -0.008 0.004 0.004
H -1.21361 7.59988 -1.33101 -0.013 -0.008 0.002
H -3.15946 6.26919 -0.56606 0.009 -0.007 -0.003
H -3.11702 3.81526 -0.70685 -0.054 -0.052 0.043
```
Positions in Å, forces in eV/Å.

The expectation value of S² is 0.76. For the HOMO-LUMO gap (spin up / spin down), the calculation gives 0.246 / 0.241 Ha. Its charge is -1. As for the spin multiplicity: 2. For the total energy, the calculation gives -3407.01459 hartree.



Entry from OMol25: a structure of composition C24H20AlN8S (ωB97M-V/def2-TZVPD).

```
54
Properties=species:S:1:pos:R:3:forces:R:3
Al 1.65791 -0.63361 -0.31155 -0.346 0.376 0.262
C 1.80896 -4.00001 2.31497 0.021 0.020 0.014
C 2.22154 -2.90523 1.55673 -0.030 -0.009 0.029
N 1.32773 -2.20479 0.85393 0.041 -0.115 -0.072
C 0.01934 -2.55435 0.93417 -0.012 0.049 -0.032
C -0.36190 -3.60164 1.75146 0.001 0.002 0.067
N 0.53243 -4.32847 2.41692 -0.038 0.045 0.011
C -0.86672 -1.79011 0.02459 0.061 0.028 0.030
C -2.19029 -2.02561 -0.24406 -0.034 0.032 0.029
C -2.81727 -1.32944 -1.29938 0.036 0.002 -0.009
C -2.02741 -0.46206 -2.08235 -0.029 0.031 0.020
C -0.70725 -0.27919 -1.75923 0.077 -0.011 0.007
N -0.17078 -0.87533 -0.67767 -0.090 -0.046 -0.044
C 0.33434 0.39740 -2.56835 -0.025 -0.018 0.053
C 0.13014 1.08446 -3.75003 0.010 0.063 -0.011
N 1.14784 1.51599 -4.49092 -0.036 0.014 0.034
C 2.37737 1.29806 -4.05619 0.020 0.012 0.021
C 2.61797 0.67138 -2.83425 -0.023 0.032 -0.021
N 1.59668 0.21392 -2.10600 0.035 -0.048 -0.069
C -4.22429 -1.57153 -1.62094 -0.020 -0.012 0.029
C -5.13270 -1.90887 -0.61650 0.031 0.028 -0.027
C -6.45334 -2.13794 -0.97071 -0.064 -0.004 0.005
N -6.89433 -2.06647 -2.22278 0.077 -0.001 0.014
C -6.02624 -1.75439 -3.17958 -0.059 0.007 -0.019
C -4.68682 -1.49041 -2.93447 0.015 0.024 0.023
H 2.53043 -4.61113 2.84304 0.008 0.023 0.016
H 3.25589 -2.59213 1.51490 0.012 -0.040 -0.030
H -1.40335 -3.87000 1.87879 0.003 -0.037 -0.041
H -2.74103 -2.77568 0.30481 0.003 -0.027 -0.032
H -2.46344 0.04452 -2.93127 0.003 -0.041 -0.027
H -0.86694 1.29866 -4.11473 -0.001 -0.044 -0.027
H 3.19858 1.62860 -4.68002 0.008 0.009 0.016
H 3.61787 0.53656 -2.44471 0.007 -0.008 -0.018
H -4.84499 -1.94657 0.42610 -0.006 -0.024 0.005
H -7.18842 -2.38976 -0.21597 0.000 0.013 0.005
H -6.41775 -1.71258 -4.18869 0.008 -0.010 -0.004
H -4.02846 -1.27393 -3.76530 -0.003 -0.008 -0.005
C 4.68214 4.00727 3.54753 0.002 -0.020 -0.013
C 3.58934 3.26393 2.87026 0.018 0.045 0.033
C 2.24577 3.55267 2.96706 0.023 -0.017 -0.008
C 1.32051 2.77702 2.27265 -0.080 -0.019 -0.021
N 1.71979 1.73083 1.50898 -0.065 -0.109 -0.086
C 3.00148 1.47043 1.43854 0.039 -0.147 -0.129
S 3.59263 0.13255 0.49324 0.596 -0.117 -0.026
N 3.93150 2.20692 2.08614 -0.179 0.083 0.060
C -0.13920 3.04655 2.33187 -0.001 -0.043 -0.026
H 4.28347 4.83216 4.13048 0.001 0.001 0.000
H 5.38579 4.40327 2.81150 -0.008 0.011 -0.007
H 5.23674 3.34157 4.21329 -0.009 -0.002 0.011
H 1.92035 4.38012 3.58028 -0.004 0.004 -0.009
H 4.91351 1.96656 1.99095 -0.002 -0.021 -0.008
H -0.37086 3.90857 2.95020 -0.004 0.001 -0.002
H -0.65364 2.16954 2.72961 0.005 0.007 0.032
H -0.52062 3.21170 1.32267 0.008 0.033 -0.002
```
Positions in Å, forces in eV/Å.

For the HOMO-LUMO gap, the calculation gives 0.212 Ha. Its charge is +3. For the total energy, the calculation gives -2004.45665 hartree.



Entry from OMol25: a structure of composition C24H20BLiN4O8 in a non-equilibrium geometry (ωB97M-V/def2-TZVPD).

```
58
Properties=species:S:1:pos:R:3:forces:R:3
Li -0.05653 -0.52147 -0.91160 -0.142 -0.016 0.350
O -0.66366 2.02301 7.93377 0.108 0.364 -0.430
C -0.17331 2.17178 6.85127 -0.400 -1.136 0.895
O -0.76637 1.78519 5.68730 1.812 0.790 0.526
B 0.22364 2.08256 4.63095 -0.692 0.202 0.015
O 1.42922 2.61946 5.29870 0.701 0.027 -1.108
C 1.30020 2.67473 6.59096 0.355 1.351 2.956
O 2.08436 3.10014 7.46352 -2.292 -1.530 -3.099
O -0.37321 3.01877 3.65372 -0.386 0.162 -0.509
C -0.51842 2.43959 2.46834 1.786 0.890 0.705
O -0.87827 2.95751 1.45452 -0.799 0.166 -0.511
C 0.14800 1.06316 2.55803 -1.672 -0.620 0.123
O 0.54573 0.91152 3.79790 0.686 -0.946 -0.306
O 0.08903 0.24714 1.66481 0.798 0.119 0.570
N 1.49452 0.66355 -0.83257 3.029 1.856 -0.441
C 2.87026 0.38438 -0.73301 -1.599 1.643 0.187
C 3.81905 1.40935 -0.60410 -0.483 1.091 0.254
C 3.41714 2.77019 -0.50778 -0.750 -1.528 -0.342
C 2.08008 3.05302 -0.69727 0.223 -0.400 0.382
C 1.18762 1.98861 -0.88934 0.314 -0.970 -0.104
H 3.12986 -0.66395 -0.73478 0.061 -0.022 0.006
H 4.89348 1.33823 -0.52067 0.020 -1.093 -0.033
H 4.12404 3.56109 -0.30491 0.143 -0.083 -0.061
H 1.76223 4.08098 -0.60412 -0.426 -0.066 -0.255
H 0.16327 2.20525 -1.15424 -0.242 0.037 0.371
N -0.29142 -0.48332 -3.01013 -0.119 -0.571 -1.607
C 0.68943 -0.89749 -3.88047 -1.031 1.856 0.820
C 0.68293 -0.53158 -5.22141 -0.003 0.030 -0.007
C -0.40095 0.16460 -5.76817 -0.404 -1.177 1.107
C -1.48601 0.41588 -4.92067 0.872 0.080 -0.430
C -1.37053 0.11623 -3.55965 0.651 -0.219 -0.276
H 1.55022 -1.33678 -3.39832 0.062 -0.285 -0.137
H 1.53433 -0.76221 -5.84458 0.050 -0.177 0.000
H -0.45618 0.31875 -6.83568 0.054 0.384 0.017
H -2.36201 0.87851 -5.35080 -0.195 0.041 0.331
H -2.17446 0.37871 -2.88793 0.000 -0.024 0.145
N 0.88987 -2.31989 -0.39130 0.988 -0.724 1.756
C 1.51604 -2.62516 0.82119 -0.088 -1.534 -0.533
C 1.78097 -3.94078 1.23685 -0.101 0.747 -0.964
C 1.47325 -5.00509 0.39197 0.602 0.659 1.866
C 0.95341 -4.70215 -0.80817 -1.620 0.422 -1.956
C 0.63351 -3.36114 -1.18126 0.829 -0.976 1.172
H 1.90104 -1.91952 1.54247 -0.663 1.073 -0.563
H 2.27835 -4.18586 2.16365 -0.072 0.514 0.219
H 1.66396 -5.98392 0.80661 -0.115 -0.349 -0.595
H 0.63005 -5.51639 -1.43970 0.113 0.088 -0.420
H 0.18940 -3.14661 -2.14206 -0.170 -0.022 -0.063
N -2.12130 -0.20324 -0.36746 -2.103 0.442 0.038
C -2.94053 0.93413 -0.35904 2.097 -2.125 0.119
C -4.30577 0.88206 -0.21612 1.117 0.716 -0.183
C -4.92015 -0.34561 -0.08681 -0.203 0.168 -0.385
C -4.14627 -1.48404 0.06799 0.083 0.536 -0.512
C -2.75751 -1.37226 -0.13186 -0.426 0.904 0.411
H -2.38191 1.84919 -0.48944 -0.145 0.192 0.101
H -4.78772 1.84845 -0.23030 -0.553 -0.207 -0.114
H -5.98571 -0.33655 -0.26262 -0.254 -0.511 0.707
H -4.64827 -2.41941 0.26662 0.303 -0.221 -0.144
H -2.16202 -2.27131 -0.07280 0.289 -0.021 -0.060
```
Positions in Å, forces in eV/Å.

For the HOMO-LUMO gap, the calculation gives 0.312 Ha. Its charge is 0. For the total energy, the calculation gives -1780.15758 hartree.



Entry from OMol25: a structure of composition C24H20Cl3I2N3O4SSn in a non-equilibrium geometry (ωB97M-V/def2-TZVPD).

```
58
Properties=species:S:1:pos:R:3:forces:R:3
Sn -12.72266 0.70013 -14.55742 2.239 -0.533 -1.408
C -14.89067 -6.60551 -19.04320 -0.434 0.953 -1.109
C -14.89983 -5.42400 -18.14620 0.966 1.679 -0.244
C -13.83427 -4.44821 -18.24824 -0.167 -0.239 1.511
C -13.72243 -3.42121 -17.28217 0.137 -0.409 -0.377
C -14.77799 -3.27532 -16.35386 0.469 0.178 0.195
C -15.91099 -4.09242 -16.38562 0.659 -0.842 -0.054
C -15.93658 -5.22806 -17.23006 0.865 1.848 0.362
S -14.59114 -2.04561 -15.05259 -2.185 0.457 -1.694
O -15.70262 -2.12882 -14.13446 0.559 -0.435 0.226
O -14.48737 -0.72991 -15.70421 0.240 -0.020 0.279
N -13.13327 -2.18849 -14.42162 1.821 -0.450 1.577
C -12.66080 -3.15469 -13.55436 0.612 0.608 -0.641
C -13.46907 -4.16113 -13.01373 0.319 -0.470 1.575
C -12.91760 -5.06909 -12.10729 0.384 0.452 -0.062
C -11.49041 -5.05241 -11.95073 -2.576 -1.494 0.261
C -10.75451 -4.08004 -12.55066 0.310 2.422 -1.669
N -11.32308 -3.07907 -13.26790 0.029 -0.891 -0.233
H -14.95316 -6.31713 -20.12329 0.238 -0.085 0.851
H -15.77358 -7.16635 -18.84273 -0.440 -0.869 0.112
H -13.99481 -7.16484 -18.88756 0.518 -0.635 -0.009
H -12.99792 -4.62071 -18.94507 -0.656 0.149 0.269
H -12.82512 -2.75171 -17.18850 -1.001 -0.795 -0.403
H -16.72029 -3.90232 -15.70431 -0.156 -0.024 0.233
H -16.75648 -5.90853 -17.14979 -0.357 -0.313 -0.129
H -14.51550 -4.05283 -13.16987 -0.745 -0.373 -0.093
H -13.59241 -5.71920 -11.50046 0.897 0.326 -0.807
H -11.00257 -5.85964 -11.44099 0.134 -0.097 0.453
H -9.65448 -4.06918 -12.50267 -0.649 0.096 0.147
O -10.46475 -0.71091 -14.51312 -0.986 -0.324 -0.346
C -9.34929 -0.26590 -13.77554 1.312 0.296 -1.666
C -9.72791 0.71652 -12.71179 -1.442 0.303 -0.107
C -8.83236 1.04095 -11.72447 2.133 -0.763 -0.061
C -9.15301 1.85774 -10.67163 -1.391 0.128 0.041
C -10.43943 2.36253 -10.63854 -0.072 -0.365 -1.065
C -11.26034 2.08450 -11.72407 -1.907 0.823 0.209
N -10.98687 1.26710 -12.74241 1.493 -0.520 0.337
H -10.74252 -1.64708 -14.29763 0.633 0.771 0.347
H -8.62634 0.26370 -14.52821 -1.184 -0.895 1.302
H -8.79669 -1.13279 -13.37397 -0.173 0.463 0.069
H -7.80448 0.60839 -11.75350 -0.977 0.262 -0.116
H -8.51112 2.05339 -9.85369 0.833 0.086 0.469
H -10.83123 2.93672 -9.83377 -0.065 0.486 0.428
H -12.27713 2.56980 -11.75343 1.090 -0.619 0.044
Cl -19.66528 1.35428 -12.39282 0.608 0.193 0.107
C -17.98934 1.38901 -12.41490 3.313 -0.834 0.056
C -17.23887 1.88408 -13.56360 0.540 -0.721 0.511
C -15.84675 1.77171 -13.71804 -2.730 0.326 -0.856
Cl -15.11241 2.39967 -15.19498 -0.649 -0.404 1.343
C -15.12094 1.02978 -12.73858 2.980 0.040 -1.199
O -13.86250 0.72286 -12.84363 -2.185 0.262 0.699
C -15.76877 0.65211 -11.55901 -2.954 -0.243 1.821
Cl -14.85930 -0.01847 -10.29443 0.039 -0.021 -0.114
C -17.14908 0.81459 -11.38097 0.077 0.687 -0.848
H -17.86571 2.21127 -14.35215 -0.109 0.720 -0.851
H -17.56549 0.56154 -10.42983 -0.302 -0.334 0.323
I -11.61874 3.78783 -15.98129 0.487 1.143 -0.919
I -10.82139 5.92125 -17.65337 -0.441 -1.143 0.919
```
Positions in Å, forces in eV/Å.

For the HOMO-LUMO gap (spin up / spin down), the calculation gives 0.097 / 0.097 Ha. Its charge is +2. For the total energy, the calculation gives -3979.56747 hartree.